#P
C31H18Cl6N5O3RhS2 | the ωB97M-V functional and the def2-TZVPD basis

- E_LUMO (eV) = -1.03
- HOMO-LUMO gap (eV) = 6.823
- highest occupied orbital energy (Ha) = -0.288
- molar mass (g mol⁻¹) = 888.28

Structure (ORCA input):
```
! wB97M-V def2-TZVPD RIJCOSX def2/J DEFGRID3
* xyz 0 1
Rh 0.1600 0.0889 -0.3942
Cl -3.8734 4.6253 3.6429
C -2.9191 3.7755 2.4609
C -2.6414 4.3894 1.2262
C -1.8988 3.7404 0.2831
C -1.3710 2.4364 0.5080
O -0.7067 1.9004 -0.4529
C -1.6600 1.8327 1.7633
C -1.2741 0.5061 2.1146
N -0.5063 -0.2781 1.4427
C -0.3038 -1.6333 1.8204
C -0.7761 -2.2361 2.9532
C -0.4938 -3.5936 3.2153
C 0.2630 -4.3366 2.3577
C 0.7762 -3.7415 1.1821
C 1.5994 -4.4223 0.2542
C 2.0816 -3.7637 -0.8369
C 1.7277 -2.4154 -1.0337
N 0.9541 -1.7686 -0.1998
C 0.4770 -2.3988 0.9178
C -2.4465 2.5254 2.7163
H -3.0319 5.3793 1.0279
H -1.6888 4.1944 -0.6761
H -1.7096 0.1288 3.0351
H -1.3729 -1.6869 3.6664
H -0.8859 -4.0419 4.1179
H 0.4796 -5.3770 2.5619
H 1.8399 -5.4640 0.4266
H 2.7177 -4.2520 -1.5605
H 2.0793 -1.8605 -1.8935
H -2.6759 2.0459 3.6599
Cl 2.4455 -0.5080 2.1424
C 2.8456 0.7187 0.9789
C 1.9541 1.0457 -0.0512
C 2.3895 2.0893 -0.8882
Cl 1.3847 2.7660 -2.1276
C 3.6465 2.6917 -0.7550
Cl 4.1506 3.9366 -1.8352
C 4.5095 2.2979 0.2564
Cl 6.0619 3.0234 0.4180
C 4.0983 1.3136 1.1418
Cl 5.1534 0.8393 2.4192
N -6.7814 2.8048 -2.9372
C -5.9074 1.8360 -2.4938
C -5.7924 0.6181 -3.1688
C -4.9408 -0.3656 -2.7003
C -4.1937 -0.1456 -1.5520
C -4.3102 1.0578 -0.8644
C -5.1544 2.0412 -1.3303
S -3.0994 -1.3806 -0.9518
O -3.1917 -1.4209 0.4833
O -3.3537 -2.5718 -1.7204
N -1.6100 -0.8460 -1.2694
C -1.0906 -0.7082 -2.4991
S -1.6542 -1.1691 -4.0639
C -0.1865 -0.5356 -4.7446
C 0.6162 -0.0394 -3.7840
N 0.1015 -0.1241 -2.5116
H -7.1210 2.7409 -3.8798
H -6.6761 3.7365 -2.5786
H -6.3802 0.4448 -4.0622
H -4.8540 -1.3129 -3.2149
H -3.7487 1.2137 0.0460
H -5.2459 2.9758 -0.7891
H -0.0038 -0.5773 -5.8043
H 1.5807 0.4138 -3.9429
*
```

Here are the Mulliken charges for atoms 1 to 6, given in e:
1. Rh -0.918
2. Cl -0.245
3. C 0.082
4. C -0.604
5. C -0.764
6. C 0.293


#Q
C31H18Cl6N5O3RhS2 | the ωB97M-V functional and the def2-TZVPD basis

- E_LUMO (eV) = -1.02
- HOMO-LUMO gap (eV) = 6.704
- highest occupied orbital energy (Ha) = -0.284
- molar mass (g mol⁻¹) = 888.28

Structure (ORCA input):
```
! wB97M-V def2-TZVPD RIJCOSX def2/J DEFGRID3
* xyz 0 1
Rh -1.0976 -1.3202 -0.3401
Cl 0.7828 1.3815 6.1418
C 0.0757 0.5864 4.7630
C -1.2441 0.1208 4.8225
C -1.8019 -0.4914 3.7330
C -1.0980 -0.6715 2.5140
O -1.7500 -1.2659 1.5559
C 0.2425 -0.1864 2.4724
C 1.1327 -0.2685 1.3482
N 0.8282 -0.7523 0.2009
C 1.7296 -0.8498 -0.8806
C 3.0891 -0.7212 -0.8094
C 3.8770 -0.7607 -1.9788
C 3.3000 -0.9074 -3.2047
C 1.8988 -1.0741 -3.3093
C 1.2260 -1.2023 -4.5436
C -0.1282 -1.3607 -4.5646
C -0.8260 -1.4222 -3.3471
N -0.2262 -1.3051 -2.1862
C 1.1251 -1.0932 -2.1405
C 0.7974 0.4243 3.6187
H -1.8179 0.2506 5.7304
H -2.8205 -0.8544 3.7647
H 2.1354 0.1292 1.5122
H 3.5753 -0.5664 0.1443
H 4.9491 -0.6444 -1.8925
H 3.8956 -0.8968 -4.1079
H 1.7982 -1.1612 -5.4619
H -0.6784 -1.4483 -5.4898
H -1.8971 -1.5664 -3.3265
H 1.8196 0.7795 3.5733
Cl -0.8219 -3.7644 0.1183
C -2.4732 -3.6156 -0.4934
C -2.7659 -2.3247 -0.8910
C -3.9700 -2.1641 -1.5571
Cl -4.3598 -0.6430 -2.2893
C -4.8661 -3.2322 -1.7028
Cl -6.3743 -2.9956 -2.4934
C -4.5432 -4.4996 -1.2165
Cl -5.6435 -5.8086 -1.3782
C -3.3010 -4.7112 -0.6178
Cl -2.8083 -6.2605 -0.0693
N 3.6198 2.9663 3.6280
C 3.0160 2.9232 2.3806
C 1.6974 3.3652 2.2227
C 1.0963 3.3481 0.9809
C 1.7942 2.8835 -0.1317
C 3.1101 2.4758 0.0077
C 3.7180 2.4893 1.2549
S 0.9785 2.7778 -1.7035
O 0.2221 3.9950 -1.8849
O 1.9831 2.4209 -2.6695
N 0.0204 1.5076 -1.5194
C -1.1732 1.6130 -0.9762
S -2.1300 3.0656 -0.7256
C -3.3418 2.1436 0.1022
C -3.0217 0.8457 0.1189
N -1.8261 0.5375 -0.5088
H 3.0059 2.9709 4.4254
H 4.4410 2.3996 3.7540
H 1.1487 3.7233 3.0859
H 0.0811 3.7027 0.8706
H 3.6525 2.1508 -0.8692
H 4.7521 2.1788 1.3565
H -4.2218 2.6081 0.5119
H -3.5872 0.0458 0.5671
*
```

Here are the Mulliken charges for atoms 1 to 6, given in e:
1. Rh -0.960
2. Cl -0.262
3. C 0.216
4. C -0.587
5. C -0.624
6. C 0.212


Result of the stability comparison: #P is the most stable of them.


#P
C2H8N2 | the ωB97M-V functional and the def2-TZVPD basis

- E_LUMO (eV) = 0.11
- structure (SMILES) = C=NC.N
- HOMO-LUMO gap (eV) = 8.213
- highest occupied orbital energy (Ha) = -0.298
- molar mass (g mol⁻¹) = 60.10

Structure (ORCA input):
```
! wB97M-V def2-TZVPD RIJCOSX def2/J DEFGRID3
* xyz 0 1
C -1.0470 -2.5537 0.5165
N -0.4177 -1.4494 0.5721
C 1.0187 -1.5359 0.8578
H -1.3738 -3.0170 -0.4208
H -1.1400 -3.0610 1.4973
H 1.4667 -0.5655 1.0444
H 1.4493 -2.1324 0.0607
H 1.2320 -2.1314 1.7737
N -0.4807 4.2642 -1.5139
H 0.4211 4.6345 -1.2331
H -0.6598 3.6709 -0.7156
H -0.4689 3.8769 -2.4393
*
```

Here are the Mulliken charges for atoms 1 to 6, given in e:
1. C -0.348
2. N -0.364
3. C -0.627
4. H 0.265
5. H 0.306
6. H 0.222


#Q
C2H8N2 | the ωB97M-V functional and the def2-TZVPD basis

- E_LUMO (eV) = 0.86
- structure (SMILES) = [H]/N=C/N.C
- HOMO-LUMO gap (eV) = 10.256
- highest occupied orbital energy (Ha) = -0.345
- molar mass (g mol⁻¹) = 60.10

Structure (ORCA input):
```
! wB97M-V def2-TZVPD RIJCOSX def2/J DEFGRID3
* xyz 0 1
H 0.5870 1.5178 2.1062
N -0.3627 1.5390 1.7945
C -0.5854 0.9012 0.6893
N -1.5139 1.2477 -0.3222
H 0.2126 0.3209 0.4289
H -2.0106 0.6074 -0.9298
H -2.1948 1.7882 0.1722
C 1.1890 -1.4695 -0.8698
H 0.7681 -2.0960 0.0276
H 1.4168 -2.2481 -1.5628
H 0.3767 -0.8666 -1.1286
H 2.1172 -1.2422 -0.4054
*
```

Here are the Mulliken charges for atoms 1 to 6, given in e:
1. H 0.245
2. N -0.703
3. C 0.313
4. N -0.477
5. H 0.083
6. H 0.251


Result of the stability comparison: #Q is the most stable of them.


#P
C3H4F2O | the ωB97M-V functional and the def2-TZVPD basis

- E_LUMO (alpha / beta) (eV) = -0.87 / 0.41
- HOMO-LUMO gap (alpha / beta) (eV) = 7.095 / 10.158
- highest occupied orbital energy (alpha / beta) (Ha) = -0.293 / -0.358
- molar mass (g mol⁻¹) = 94.06

Structure (ORCA input):
```
! wB97M-V def2-TZVPD RIJCOSX def2/J DEFGRID3
* xyz 0 1
C 0.3187 0.6410 -0.9983
C -0.7717 0.7088 0.0927
C -1.9334 -0.3144 0.3294
O 1.3976 -0.0990 -0.7659
F -1.2070 2.0514 0.1977
F -2.3622 -1.0480 -0.8064
H 0.1252 0.7425 -2.0775
H -0.1304 0.7949 1.0732
H -1.6943 -1.0578 1.1465
H 1.4948 -0.2304 0.2421
*
```

Here are the Mulliken charges for atoms 1 to 6, given in e:
1. C -0.194
2. C 0.237
3. C -0.183
4. O -0.440
5. F -0.296
6. F -0.231


#Q
C3H4F2O | the ωB97M-V functional and the def2-TZVPD basis

- E_LUMO (eV) = -0.19
- HOMO-LUMO gap (eV) = 10.095
- highest occupied orbital energy (Ha) = -0.378
- molar mass (g mol⁻¹) = 94.06

Structure (ORCA input):
```
! wB97M-V def2-TZVPD RIJCOSX def2/J DEFGRID3
* xyz 0 1
C -1.1135 0.9594 -0.4039
C -1.3222 0.2271 0.6671
C 1.3563 -0.6224 0.0470
O 0.4599 -0.7646 0.9964
F -2.0291 -0.1657 1.6791
F 1.0116 -1.4849 -1.0490
H -1.8951 1.6608 -0.7291
H -0.2449 0.7875 -1.0046
H 2.3988 -0.9414 0.3090
H 1.3782 0.3442 -0.5120
*
```

Here are the Mulliken charges for atoms 1 to 6, given in e:
1. C -0.650
2. C 0.789
3. C 0.073
4. O -0.521
5. F -0.141
6. F -0.305


Result of the stability comparison: #Q is the most stable of them.